# 1
This record from the Open Molecules 2025 dataset describes one molecule with the formula C3H6N2O in a non-equilibrium geometry. The level of theory is ωB97M-V/def2-TZVPD.

Each line ends with the Mulliken charge.
Cartesian coordinates (Å):
C  -0.062  0.708  -0.871  -0.404
C  1.012  1.185  0.019  -0.344
C  0.282  -0.691  0.814  0.033
H  -1.829  -1.716  -0.843  0.347
H  0.302  0.683  -1.973  0.252
H  -1.010  1.332  -0.836  0.260
H  0.879  2.126  0.496  0.270
H  2.010  1.245  -0.437  0.248
H  0.149  -1.579  1.416  0.380
N  -0.245  -0.654  -0.425  -0.066
N  0.999  0.303  1.192  -0.526
O  -1.646  -0.855  -0.370  -0.450

Properties
* orbital gap: 9.98 eV
* HOMO: -9.15 eV
* SMILES: ON1C=NCC1



# 2
This record from the Open Molecules 2025 dataset describes one molecule with the formula C3H6N2O. The level of theory is ωB97M-V/def2-TZVPD.

Each line ends with the Mulliken charge.
Cartesian coordinates (Å):
C  0.008  -0.162  -0.024  0.789
C  0.734  1.160  -0.141  -1.257
N  -0.877  -0.396  1.123  -0.419
C  -1.475  -0.180  -0.051  0.277
N  0.847  -1.284  -0.353  -0.604
O  -2.529  -0.108  -0.602  -0.559
H  -0.922  -0.066  2.069  0.249
H  0.367  -2.157  -0.165  0.256
H  1.098  -1.260  -1.336  0.255
H  1.627  1.147  0.482  0.345
H  0.089  1.979  0.169  0.339
H  1.035  1.326  -1.172  0.329

Properties
* orbital gap: 9.86 eV
* HOMO: -8.99 eV
* SMILES: C[C@@]1(N)NC1=O



# 3
This record from the Open Molecules 2025 dataset describes a 2-piece molecular cluster, C3H6N2O overall in a non-equilibrium geometry. The level of theory is ωB97M-V/def2-TZVPD.

Each line ends with the Mulliken charge.
Cartesian coordinates (Å):
C  1.546  -0.505  -0.080  -0.474
C  0.294  0.008  0.049  -0.078
N  -0.628  -1.009  0.206  -0.529
C  0.063  -2.105  0.193  -0.108
N  1.386  -1.865  -0.048  -0.091
H  2.449  0.070  -0.094  0.353
H  -0.006  1.040  0.139  0.318
H  -0.286  -3.107  0.383  0.359
H  2.135  -2.506  0.151  0.245
H  -2.683  3.706  -0.913  0.316
H  -2.214  2.708  0.220  0.337
O  -2.056  3.563  -0.205  -0.647

Properties
* orbital gap: 9.88 eV
* HOMO: -8.99 eV
* SMILES: c1c[nH]cn1.O



# 4
This record from the Open Molecules 2025 dataset describes C3H6N2O as an isolated structure in a non-equilibrium geometry. The level of theory is ωB97M-V/def2-TZVPD.

Each line ends with the Mulliken charge.
Cartesian coordinates (Å):
C  -0.785  -0.838  -2.272  -0.522
C  -0.413  0.176  -1.482  -0.245
C  0.735  0.498  3.409  -0.060
N  0.687  1.161  2.227  -0.013
N  0.760  -0.010  1.553  -0.279
O  0.913  -0.668  2.782  -0.225
H  -0.858  -1.851  -2.023  0.296
H  -1.222  -0.483  -3.199  0.209
H  -0.571  1.164  -1.892  0.166
H  0.147  0.280  -0.582  0.160
H  1.062  0.776  4.380  0.313
H  0.508  2.010  1.806  0.198

Properties
* orbital gap: 9.37 eV
* HOMO: -8.51 eV



# 5
This record from the Open Molecules 2025 dataset describes one molecule with the formula C3H6N2O. The level of theory is ωB97M-V/def2-TZVPD.

Each line ends with the Mulliken charge.
Cartesian coordinates (Å):
C  1.729  0.229  0.545  -0.834
N  0.517  0.883  0.104  -0.474
C  -0.452  0.146  -0.276  0.558
N  -0.521  -1.194  -0.527  -0.425
C  -1.757  0.874  -0.360  0.003
O  -2.812  0.333  -0.121  -0.487
H  2.086  -0.565  -0.127  0.268
H  2.528  0.964  0.665  0.273
H  1.547  -0.222  1.532  0.325
H  -1.450  -1.590  -0.539  0.237
H  0.248  -1.808  -0.316  0.200
H  -1.663  1.950  -0.579  0.356

Properties
* orbital gap: 10.06 eV
* HOMO: -9.49 eV
* SMILES: C/N=C(\N)C=O



# 6
This record from the Open Molecules 2025 dataset describes one molecule with the formula C3H6N2O in a non-equilibrium geometry. The level of theory is ωB97M-V/def2-TZVPD.

Each line ends with the Mulliken charge.
Cartesian coordinates (Å):
C  1.699  -0.073  0.001  -0.697
C  -0.369  1.268  -0.027  0.220
C  -1.715  -1.137  -0.028  -0.346
H  2.063  0.941  -0.363  0.300
H  2.151  -0.881  -0.658  0.253
H  1.977  -0.208  1.203  0.238
H  0.398  2.116  0.053  0.186
H  -2.082  -2.127  0.209  0.259
H  -2.386  -0.285  -0.024  0.325
N  0.238  0.056  -0.217  0.489
N  -0.418  -1.150  -0.100  -0.683
O  -1.556  1.480  -0.049  -0.543

Properties
* orbital gap: 10.41 eV
* HOMO: -9.47 eV
* SMILES: C=NN(C)C=O



# 7
This record from the Open Molecules 2025 dataset describes one molecule with the formula C3H6N2O in a non-equilibrium geometry. The level of theory is ωB97M-V/def2-TZVPD.

Each line ends with the Mulliken charge.
Cartesian coordinates (Å):
C  -0.533  -0.891  -0.467  -0.297
C  -1.067  0.090  0.590  -0.499
C  0.934  0.952  0.388  0.035
H  -0.014  -1.659  0.166  0.281
H  -1.457  -1.147  -1.173  0.297
H  -1.621  -0.410  1.355  0.327
H  -1.929  0.638  -0.053  0.213
H  1.806  1.634  0.836  0.237
H  2.258  0.101  -0.791  0.261
N  -0.026  0.936  1.168  -0.490
N  1.215  0.180  -0.567  -0.094
O  0.432  -0.424  -1.452  -0.272

Properties
* orbital gap: 9.36 eV
* HOMO: -8.65 eV
* SMILES: C1=NCCON1



# 8
This record from the Open Molecules 2025 dataset describes one molecule with the formula C3H6N2O in a non-equilibrium geometry. The level of theory is ωB97M-V/def2-TZVPD.

Each line ends with the Mulliken charge.
Cartesian coordinates (Å):
C  1.330  0.431  0.061  0.369
C  0.210  1.478  0.043  -0.363
C  -0.855  0.388  -0.003  -0.413
N  0.512  -0.640  0.239  0.213
N  0.613  -1.970  -0.053  -0.641
O  2.527  0.480  -0.048  -0.619
H  0.198  2.089  0.941  0.229
H  0.242  2.123  -0.833  0.259
H  -1.531  0.276  0.830  0.245
H  -1.298  0.165  -0.961  0.251
H  0.789  -2.524  0.779  0.232
H  1.301  -2.164  -0.776  0.237

Properties
* orbital gap: 10.20 eV
* HOMO: -9.24 eV
* SMILES: NN1CCC1=O



# 9
This record from the Open Molecules 2025 dataset describes one molecule with the formula C3H6N2O in a non-equilibrium geometry. The level of theory is ωB97M-V/def2-TZVPD.

Each line ends with the Mulliken charge.
Cartesian coordinates (Å):
C  0.060  -0.405  0.285  -0.233
C  -0.820  -0.197  -0.874  -0.472
C  0.847  0.849  0.163  -0.664
N  -0.003  0.526  -1.928  -0.726
N  0.908  1.102  -1.333  1.108
O  1.703  1.844  -1.823  -0.711
H  -0.579  -0.656  1.218  0.275
H  0.717  -1.313  0.098  0.221
H  -1.244  -1.150  -1.285  0.291
H  -1.647  0.530  -0.812  0.296
H  0.330  1.731  0.433  0.311
H  1.887  0.955  0.599  0.306

Properties
* orbital gap: 10.43 eV
* HOMO: -9.59 eV
* SMILES: [O-][N+]1=NCCC1



# 10
This record from the Open Molecules 2025 dataset describes a 2-piece molecular cluster, C3H6N2O overall in a non-equilibrium geometry. The level of theory is ωB97M-V/def2-TZVPD.

Each line ends with the Mulliken charge.
Cartesian coordinates (Å):
C  1.999  0.527  -0.090  0.744
C  2.487  -0.635  0.035  -0.845
C  -2.088  0.569  0.224  -0.674
N  -0.397  -1.126  0.579  -0.676
N  -1.059  -0.470  -0.152  0.307
O  1.481  1.541  -0.321  -0.384
H  2.437  -1.314  0.954  0.234
H  2.806  -1.298  -0.786  0.227
H  -2.853  0.570  -0.576  0.294
H  -2.601  0.341  1.160  0.284
H  -1.520  1.592  0.112  0.235
H  -0.691  -0.297  -1.139  0.255

Properties
* orbital gap: 8.67 eV
* HOMO: -7.80 eV



# 11
This record from the Open Molecules 2025 dataset describes a 2-piece molecular cluster, C3H6N2O overall in a non-equilibrium geometry. The level of theory is ωB97M-V/def2-TZVPD.

Each line ends with the Mulliken charge.
Cartesian coordinates (Å):
C  0.727  0.037  -1.913  -0.133
C  -1.739  0.112  -1.276  -0.704
C  1.212  0.235  1.638  -0.482
N  -0.413  0.144  -1.650  -0.034
N  1.163  -1.011  0.997  -0.062
O  1.998  -1.284  0.182  -0.256
H  -2.209  -0.779  -1.533  0.331
H  -1.842  0.113  -0.191  0.248
H  -2.366  0.910  -1.659  0.299
H  0.344  0.146  2.310  0.262
H  2.233  0.439  2.184  0.300
H  0.893  0.937  0.911  0.230

Properties
* orbital gap: 9.04 eV
* HOMO: -8.83 eV



# 12
This record from the Open Molecules 2025 dataset describes a 2-piece molecular cluster, C3H6N2O overall. The level of theory is ωB97M-V/def2-TZVPD.

Each line ends with the Mulliken charge.
Cartesian coordinates (Å):
C  -1.695  -1.254  -0.874  -0.957
N  0.437  0.980  0.672  -0.344
C  1.182  0.940  -0.306  0.598
N  1.857  1.029  -1.310  -0.497
C  0.881  0.918  2.008  0.083
O  0.156  0.635  2.918  -0.435
H  -1.695  -0.616  -1.762  0.233
H  -2.648  -1.785  -0.813  0.301
H  -0.882  -1.982  -0.944  0.221
H  -1.557  -0.636  0.016  0.201
H  2.088  0.244  -1.902  0.285
H  1.947  1.177  2.147  0.312

Properties
* orbital gap: 11.11 eV
* HOMO: -10.58 eV
* SMILES: N=C=NC=O.C



# 13
This record from the Open Molecules 2025 dataset describes one molecule with the formula C3H6N2O2 in a non-equilibrium geometry. The level of theory is ωB97M-V/def2-TZVPD.

Each line ends with the Mulliken charge.
Cartesian coordinates (Å):
C  -0.407  0.132  1.043  -0.506
C  -1.450  0.234  -0.026  -0.177
C  1.238  -0.040  -1.069  0.107
H  0.248  1.022  1.090  0.296
H  -0.973  0.150  2.025  0.343
H  -1.688  1.378  -0.123  0.232
H  -2.376  -0.384  0.138  0.307
H  2.170  0.285  -1.508  0.356
H  2.276  -0.821  0.452  0.302
N  0.204  0.396  -1.692  -0.520
N  1.353  -0.946  -0.048  -0.187
O  -0.946  -0.315  -1.185  -0.237
O  0.351  -1.091  0.903  -0.314

Properties
* orbital gap: 10.06 eV
* HOMO: -9.29 eV
* SMILES: C1=NOCCON1



# 14
This record from the Open Molecules 2025 dataset describes one molecule with the formula C3H6N2O2 in a non-equilibrium geometry. The level of theory is ωB97M-V/def2-TZVPD.

Each line ends with the Mulliken charge.
Cartesian coordinates (Å):
C  -2.058  -1.127  -0.598  -0.903
C  -0.030  -0.151  -0.334  0.743
C  0.895  0.527  0.620  0.468
H  -2.102  -0.843  -1.650  0.258
H  -3.140  -1.161  -0.318  0.279
H  -1.551  -2.115  -0.554  0.352
H  -0.103  -1.019  -2.241  0.201
H  1.416  -0.305  -1.770  0.261
H  -0.535  0.483  1.793  0.420
N  -1.198  -0.187  0.150  -0.589
N  0.417  -0.541  -1.504  -0.411
O  0.275  1.037  1.695  -0.493
O  2.056  0.783  0.316  -0.588

Properties
* orbital gap: 10.33 eV
* HOMO: -9.76 eV
* SMILES: C/N=C(\N)C(=O)O



# 15
This record from the Open Molecules 2025 dataset describes one molecule with the formula C3H6N2O2 in a non-equilibrium geometry. The level of theory is ωB97M-V/def2-TZVPD.

Each line ends with the Mulliken charge.
Cartesian coordinates (Å):
C  -0.335  0.625  -0.032  1.205
C  -1.117  -0.796  0.332  -0.570
C  1.164  0.617  0.151  -0.837
N  -1.082  1.829  0.226  -0.361
N  -0.983  1.517  -0.954  -0.371
O  -2.116  -1.076  -0.593  -0.514
O  1.835  -0.066  -0.875  -0.482
H  -1.498  -0.694  1.355  0.281
H  -0.383  -1.595  0.260  0.333
H  1.405  0.080  1.073  0.285
H  1.527  1.653  0.244  0.371
H  -2.757  -0.353  -0.636  0.331
H  1.608  0.333  -1.724  0.329

Properties
* orbital gap: 10.42 eV
* HOMO: -10.18 eV
* SMILES: OCC1(CO)N=N1



# 16
This record from the Open Molecules 2025 dataset describes one molecule with the formula C3H6N2O2. The level of theory is ωB97M-V/def2-TZVPD.

Each line ends with the Mulliken charge.
Cartesian coordinates (Å):
N  -1.897  -0.185  -0.594  -0.411
C  -1.126  0.223  0.450  0.484
O  -1.257  1.301  0.995  -0.583
C  -0.063  -0.789  0.901  -0.319
O  1.220  -0.204  0.999  -0.372
C  1.579  0.534  -0.092  0.141
N  2.431  0.093  -0.910  -0.613
H  -2.561  0.482  -0.958  0.241
H  -1.644  -0.974  -1.166  0.216
H  -0.023  -1.661  0.232  0.308
H  -0.320  -1.128  1.907  0.233
H  1.067  1.505  -0.140  0.414
H  2.594  0.802  -1.625  0.261

Properties
* orbital gap: 10.87 eV
* HOMO: -10.14 eV
* SMILES: [H]/N=C/OCC(N)=O



# 17
This record from the Open Molecules 2025 dataset describes a 2-piece molecular cluster, C3H6N2O2 overall in a non-equilibrium geometry. The level of theory is ωB97M-V/def2-TZVPD.

Each line ends with the Mulliken charge.
Cartesian coordinates (Å):
C  -0.954  1.169  -0.090  -0.483
C  -1.620  -0.245  0.197  -0.500
C  0.405  -0.652  0.027  0.503
H  2.421  0.771  0.806  0.376
H  -1.460  2.047  0.479  0.283
H  -1.089  1.310  -1.143  0.336
H  -1.920  -0.430  1.188  0.324
H  -2.691  -0.235  -0.168  0.336
H  1.534  -2.312  -0.414  0.269
N  0.236  0.721  0.261  0.195
N  1.522  -1.328  0.127  -0.700
O  1.334  1.418  -0.235  -0.597
O  -0.846  -1.235  -0.299  -0.342

Properties
* orbital gap: 8.00 eV
* HOMO: -8.88 eV



# 18
This record from the Open Molecules 2025 dataset describes C3H6N2O2 as an isolated structure in a non-equilibrium geometry. The level of theory is ωB97M-V/def2-TZVPD.

Each line ends with the Mulliken charge.
Cartesian coordinates (Å):
C  0.458  1.831  -0.360  -0.840
N  -0.086  0.539  -0.023  -0.178
C  0.479  -1.194  0.473  0.790
N  0.348  -1.985  -0.625  -0.438
C  -1.231  0.282  0.512  0.019
O  1.295  -1.224  1.329  -0.518
O  -1.343  -0.914  0.951  -0.629
H  0.826  -2.872  -0.556  0.256
H  -0.569  -2.003  -1.043  0.240
H  -2.002  1.033  0.704  0.425
H  1.380  1.997  0.201  0.285
H  -0.243  2.642  -0.135  0.294
H  0.688  1.869  -1.427  0.292

Properties
* orbital gap: 10.46 eV
* HOMO: -9.52 eV



# 19
This record from the Open Molecules 2025 dataset describes one molecule with the formula C3H6N2O2. The level of theory is ωB97M-V/def2-TZVPD.

Each line ends with the Mulliken charge.
Cartesian coordinates (Å):
N  -1.395  -0.349  -0.979  -0.684
C  -0.378  0.119  -0.086  1.104
O  -0.719  1.429  0.281  -0.575
C  -0.051  -0.844  1.058  -0.714
O  1.351  -0.597  0.954  -0.353
C  1.254  0.085  -0.230  0.160
N  2.303  0.515  -0.774  -0.702
H  -2.119  0.353  -1.095  0.260
H  -1.837  -1.198  -0.642  0.264
H  -0.264  -1.880  0.774  0.331
H  -0.454  -0.608  2.044  0.263
H  0.091  1.948  0.337  0.394
H  2.219  1.027  -1.643  0.251

Properties
* orbital gap: 10.31 eV
* HOMO: -9.52 eV
* SMILES: [H]/N=C1/OC[C@@]1(N)O



# 20
This record from the Open Molecules 2025 dataset describes one molecule with the formula C3H6N2O2 in a non-equilibrium geometry. The level of theory is ωB97M-V/def2-TZVPD.

Each line ends with the Mulliken charge.
Cartesian coordinates (Å):
O  1.712  -1.992  1.362  -0.467
C  0.569  -1.988  0.977  0.084
C  -0.175  -0.774  0.373  -0.519
N  0.776  0.341  0.028  -0.233
C  -0.155  1.318  -0.259  0.523
N  -0.667  1.131  -1.527  -0.589
O  -0.239  2.411  0.336  -0.580
H  -0.180  -2.776  1.237  0.303
H  -0.838  -1.172  -0.386  0.347
H  -0.865  -0.182  1.081  0.299
H  1.570  0.325  0.599  0.258
H  -1.461  1.819  -1.592  0.298
H  -0.048  1.539  -2.230  0.275

Properties
* orbital gap: 10.19 eV
* HOMO: -9.73 eV
* SMILES: NC(=O)NCC=O